A | The following is a DFT calculation (ωB97M-V/def2-TZVPD) of a cluster of 7 separate species, C21H42O7 in total.

The HOMO energy comes out at -9.46 eV. The structure (SMILES) is CC(C)=O.CC(C)=O.CC(C)=O.CC(C)=O.CC(C)=O.CC(C)=O.CC(C)=O. For the frontier orbital gap, the calculation gives 0.3588 hartree.

Geometry as ORCA input:
```
! RIJCOSX wB97M-V def2-TZVPD def2/J DEFGRID3
* xyz 0 1
C -3.507 9.889 -0.891
C -3.358 9.292 -2.287
C -4.482 9.457 -3.277
O -2.316 8.687 -2.616
H -2.906 10.795 -0.956
H -3.188 9.222 -0.090
H -4.484 10.267 -0.589
H -4.340 8.688 -4.035
H -4.559 10.478 -3.650
H -5.342 9.299 -2.626
C -1.778 11.204 -5.445
C -1.142 12.065 -6.519
C -1.148 13.564 -6.389
O -0.695 11.496 -7.528
H -1.817 11.733 -4.493
H -1.221 10.276 -5.311
H -2.824 10.990 -5.663
H -2.137 14.010 -6.489
H -0.439 14.016 -7.084
H -0.910 13.807 -5.353
C -3.079 16.827 -0.669
C -3.385 16.146 -2.034
C -2.314 15.251 -2.602
O -4.511 16.340 -2.546
H -3.924 17.464 -0.409
H -2.139 17.379 -0.638
H -3.177 16.023 0.060
H -1.811 14.739 -1.781
H -1.779 15.908 -3.288
H -2.901 14.508 -3.142
C 3.302 18.295 -2.097
C 1.840 17.932 -1.772
C 1.565 16.454 -1.633
O 1.016 18.830 -1.699
H 3.356 19.379 -2.195
H 3.540 18.030 -3.128
H 4.029 17.904 -1.385
H 2.142 16.093 -0.781
H 1.776 15.990 -2.596
H 0.513 16.416 -1.347
C 6.075 13.856 -4.181
C 5.727 13.156 -2.835
C 4.738 13.879 -1.941
O 6.202 12.051 -2.536
H 6.915 13.352 -4.659
H 6.300 14.886 -3.901
H 5.394 13.857 -5.032
H 4.393 14.787 -2.436
H 5.224 14.305 -1.063
H 4.002 13.149 -1.604
C -1.526 7.323 0.887
C -0.467 8.345 0.410
C 0.502 7.802 -0.620
O -0.508 9.557 0.758
H -0.997 6.793 1.679
H -1.873 6.692 0.069
H -2.479 7.672 1.285
H 1.274 8.535 -0.856
H 0.016 7.541 -1.560
H 0.985 6.924 -0.190
C 1.708 12.856 -3.859
C 0.788 12.549 -2.734
C 0.417 11.087 -2.456
O 0.316 13.414 -1.969
H 1.488 12.062 -4.573
H 2.706 12.902 -3.423
H 1.474 13.823 -4.305
H -0.662 10.946 -2.385
H 0.764 10.828 -1.456
H 0.896 10.585 -3.297
*
```

***

B | The following is a DFT calculation (ωB97M-V/def2-TZVPD) of a cluster of 7 separate species, C21H42O7 in total.

The HOMO energy comes out at -9.20 eV. The structure (SMILES) is CC(C)=O.CC(C)=O.CC(C)=O.CC(C)=O.CC(C)=O.CC(C)=O.CC(C)=O. For the frontier orbital gap, the calculation gives 0.3627 hartree.

Geometry as ORCA input:
```
! RIJCOSX wB97M-V def2-TZVPD def2/J DEFGRID3
* xyz 0 1
C -1.295 0.614 -0.974
C -0.205 0.442 0.077
C -0.584 -0.351 1.302
O 0.930 0.907 -0.045
H -0.906 1.253 -1.767
H -2.270 1.005 -0.681
H -1.485 -0.383 -1.370
H -1.384 -1.051 1.064
H -0.893 0.381 2.047
H 0.285 -0.886 1.686
C 2.473 2.434 -3.010
C 1.281 2.452 -3.995
C 1.134 3.683 -4.864
O 0.488 1.517 -4.074
H 2.508 3.223 -2.259
H 3.390 2.525 -3.591
H 2.539 1.506 -2.443
H 0.743 4.474 -4.223
H 0.282 3.575 -5.536
H 1.986 4.090 -5.408
C -6.918 0.090 -1.559
C -5.561 0.908 -1.638
C -4.618 0.470 -2.776
O -5.357 1.827 -0.860
H -7.412 0.416 -0.644
H -6.811 -0.993 -1.505
H -7.672 0.385 -2.289
H -4.912 0.963 -3.703
H -4.671 -0.618 -2.812
H -3.619 0.858 -2.575
C 4.584 1.637 4.250
C 4.225 0.159 3.935
C 3.182 -0.064 2.896
O 4.784 -0.747 4.567
H 3.764 2.224 4.664
H 5.017 1.994 3.315
H 5.417 1.641 4.953
H 2.686 -1.034 2.872
H 3.562 0.182 1.904
H 2.305 0.578 2.981
C -3.649 1.413 3.146
C -4.103 0.150 3.733
C -5.302 0.159 4.698
O -3.555 -0.884 3.434
H -4.329 1.714 2.349
H -2.641 1.260 2.759
H -3.679 2.207 3.891
H -5.918 -0.733 4.593
H -5.888 1.013 4.359
H -4.983 0.396 5.713
C 0.938 -3.600 -0.201
C -0.265 -3.670 -1.117
C -0.905 -4.994 -1.245
O -0.776 -2.674 -1.623
H 1.709 -4.278 -0.569
H 0.644 -3.788 0.831
H 1.334 -2.586 -0.152
H -1.957 -4.862 -1.501
H -0.787 -5.511 -0.293
H -0.339 -5.504 -2.025
C 4.821 0.407 -0.646
C 4.901 -1.087 -0.553
C 6.088 -1.723 -1.272
O 4.036 -1.675 0.149
H 5.140 0.722 -1.640
H 5.500 0.863 0.074
H 3.781 0.687 -0.478
H 7.005 -1.627 -0.691
H 6.259 -1.287 -2.256
H 5.934 -2.797 -1.377
*
```

***

The most stable of them is B.

***

A | The following is a DFT calculation (ωB97M-V/def2-TZVPD) of a structure of composition C3H7N2.

The HOMO energy (spin up / spin down) comes out at -12.98 / -12.98 eV. For the frontier orbital gap (spin up / spin down), the calculation gives 0.3015 / 0.3015 hartree.

Geometry as ORCA input:
```
! RIJCOSX wB97M-V def2-TZVPD def2/J DEFGRID3
* xyz 1 1
C 0.238 -0.800 0.638
C 1.623 0.500 0.156
C -0.910 -0.517 -0.036
N -2.092 -1.082 0.266
N 1.480 1.465 -0.638
H 0.271 -1.365 1.458
H 2.427 0.481 0.887
H -1.063 0.256 -0.860
H -1.981 -1.860 0.995
H -2.880 -0.969 -0.431
H 0.771 1.462 -1.373
H 1.993 2.337 -0.716
*
```

***

B | The following is a DFT calculation (ωB97M-V/def2-TZVPD) of the ion C3H7N2 with charge +1.

The HOMO energy comes out at -15.12 eV. The structure (SMILES) is NC1([NH3+])C=C1. For the frontier orbital gap, the calculation gives 0.4257 hartree.

Geometry as ORCA input:
```
! RIJCOSX wB97M-V def2-TZVPD def2/J DEFGRID3
* xyz 1 1
N -0.026 1.594 -0.060
C -0.512 0.321 0.058
N 0.951 -0.684 -0.092
C -1.494 -0.412 0.780
C -1.575 -0.418 -0.580
H -0.152 2.049 0.896
H -0.367 2.194 -0.822
H 1.359 0.066 -0.614
H 0.990 -1.627 -0.536
H 1.329 -0.717 0.784
H -1.790 -0.865 1.640
H -2.140 -0.934 -1.310
*
```

***

C | The following is a DFT calculation (ωB97M-V/def2-TZVPD) of the ion C3H7N2 with charge +1.

The HOMO energy comes out at -15.00 eV. For the frontier orbital gap, the calculation gives 0.3182 hartree.

Geometry as ORCA input:
```
! RIJCOSX wB97M-V def2-TZVPD def2/J DEFGRID3
* xyz 1 1
C -1.414 -0.665 0.007
C -1.230 0.764 -0.047
C 0.889 -1.074 -0.156
N -0.504 -1.530 0.085
N 0.971 0.358 0.124
H -2.452 -1.248 -0.133
H -1.283 1.097 -0.991
H -1.462 1.305 0.887
H 1.476 -1.564 0.602
H 1.221 -1.232 -1.146
H 1.238 0.845 -0.704
H 1.383 0.786 0.953
*
```

***

The most stable of them is B.

***

A | The following is a DFT calculation (ωB97M-V/def2-TZVPD) of the ion C3H7N2 with charge +1.

The HOMO energy comes out at -15.28 eV. The structure (SMILES) is CC1=[NH+]N1C. For the frontier orbital gap, the calculation gives 0.3927 hartree.

Geometry as ORCA input:
```
! RIJCOSX wB97M-V def2-TZVPD def2/J DEFGRID3
* xyz 1 1
C -1.856 0.386 -0.168
C -0.583 -0.361 0.035
N 0.015 -1.595 0.187
N 0.640 -0.205 0.277
C 1.890 0.411 0.289
H -1.725 1.446 -0.042
H -2.376 0.132 0.764
H -2.550 0.163 -1.121
H 0.173 -2.101 -0.694
H 2.576 -0.029 0.929
H 2.135 0.282 -0.777
H 1.660 1.470 0.322
*
```

***

B | The following is a DFT calculation (ωB97M-V/def2-TZVPD) of the ion C3H7N2 with charge +1.

The HOMO energy comes out at -14.08 eV. For the frontier orbital gap, the calculation gives 0.3336 hartree.

Geometry as ORCA input:
```
! RIJCOSX wB97M-V def2-TZVPD def2/J DEFGRID3
* xyz 1 1
C 0.328 -0.182 -1.149
C 0.971 0.396 1.108
C -1.256 0.758 0.314
N 0.080 0.232 0.213
N 0.570 -1.421 -1.391
H 2.054 0.259 0.805
H 0.740 0.872 2.123
H -1.905 -0.116 0.316
H -1.307 1.406 1.180
H -1.378 1.432 -0.467
H 0.499 -2.012 -0.674
H 0.605 -1.623 -2.376
*
```

***

The most stable of them is B.

***

A | The following is a DFT calculation (ωB97M-V/def2-TZVPD) of a cluster of 2 separate species, C3H7N2 in total.

The HOMO energy comes out at -13.91 eV. For the frontier orbital gap, the calculation gives 0.3276 hartree.

Geometry as ORCA input:
```
! RIJCOSX wB97M-V def2-TZVPD def2/J DEFGRID3
* xyz 1 1
C -1.531 -0.570 -0.549
C 2.119 1.230 0.663
C -2.664 -0.083 -0.887
N -0.409 -0.889 -0.220
N 1.822 -0.049 0.546
H 3.059 1.533 1.051
H 1.463 1.980 0.231
H -3.522 0.150 -0.265
H -3.153 -0.272 -1.892
H -0.391 -1.814 0.196
H 0.878 -0.409 0.103
H 2.329 -0.806 1.022
*
```

***

B | The following is a DFT calculation (ωB97M-V/def2-TZVPD) of the ion C3H7N2 with charge +1.

The HOMO energy comes out at -15.38 eV. The structure (SMILES) is [H]/N=C(\C)[NH+]=C. For the frontier orbital gap, the calculation gives 0.3706 hartree.

Geometry as ORCA input:
```
! RIJCOSX wB97M-V def2-TZVPD def2/J DEFGRID3
* xyz 1 1
H 0.310 1.587 1.908
N -0.118 1.406 1.029
C 0.215 0.522 0.211
C 1.353 -0.495 -0.054
N -0.814 0.157 -0.769
C -1.994 -0.028 -0.463
H 2.300 -0.127 0.288
H 1.373 -0.826 -1.064
H 1.116 -1.289 0.660
H -0.477 0.121 -1.734
H -2.286 0.166 0.665
H -2.864 -0.358 -1.117
*
```

***

C | The following is a DFT calculation (ωB97M-V/def2-TZVPD) of a cluster of 2 separate species, C3H7N2 in total.

The HOMO energy (spin up / spin down) comes out at -15.25 / -15.72 eV. For the frontier orbital gap (spin up / spin down), the calculation gives 0.2605 / 0.3806 hartree.

Geometry as ORCA input:
```
! RIJCOSX wB97M-V def2-TZVPD def2/J DEFGRID3
* xyz 1 1
C 0.555 0.558 -0.431
C -0.550 -0.542 -0.605
C -1.457 -1.259 0.350
N 0.939 -0.622 -0.328
N 2.019 2.722 0.486
H -0.816 -0.604 -1.632
H -2.530 -0.894 0.226
H -1.200 -1.464 1.365
H -1.474 -2.435 0.093
H 1.527 -1.359 0.075
H 1.882 3.015 -0.469
H 1.105 2.884 0.870
*
```

***

D | The following is a DFT calculation (ωB97M-V/def2-TZVPD) of the ion C3H7N2 with charge +1.

The HOMO energy comes out at -15.01 eV. The structure (SMILES) is C#C[C@H](N)[NH3+]. For the frontier orbital gap, the calculation gives 0.4159 hartree.

Geometry as ORCA input:
```
! RIJCOSX wB97M-V def2-TZVPD def2/J DEFGRID3
* xyz 1 1
C 2.434 0.068 -0.262
C 1.275 0.017 0.039
C -0.124 0.056 0.518
N -0.984 -1.253 -0.012
N -0.867 1.081 -0.353
H 3.461 -0.167 -0.481
H -0.150 0.419 1.573
H -1.292 -1.747 0.907
H -0.348 -1.954 -0.416
H -1.490 1.643 0.273
H -1.634 0.396 -0.703
H -0.282 1.441 -1.084
*
```

***

The most stable of them is B.

***

A | The following is a DFT calculation (ωB97M-V/def2-TZVPD) of the ion C3H7N2 with charge +1.

The HOMO energy (spin up / spin down) comes out at -14.77 / -14.77 eV. For the frontier orbital gap (spin up / spin down), the calculation gives 0.3386 / 0.3385 hartree.

Geometry as ORCA input:
```
! RIJCOSX wB97M-V def2-TZVPD def2/J DEFGRID3
* xyz 1 1
C 1.453 0.289 -0.029
C -0.897 0.367 -1.062
C -0.947 -0.314 0.197
N 1.334 0.763 -1.150
N 0.420 -0.360 0.857
H 2.418 0.253 0.452
H -0.912 1.377 -1.034
H -0.914 -0.104 -1.962
H -1.465 -1.240 0.137
H -1.526 0.308 0.809
H 0.809 -1.281 0.943
H 0.227 -0.058 1.843
*
```

***

B | The following is a DFT calculation (ωB97M-V/def2-TZVPD) of a cluster of 2 separate species, C3H7N2 in total.

The HOMO energy (spin up / spin down) comes out at -13.61 / -13.61 eV. For the frontier orbital gap (spin up / spin down), the calculation gives 0.2083 / 0.2082 hartree.

Geometry as ORCA input:
```
! RIJCOSX wB97M-V def2-TZVPD def2/J DEFGRID3
* xyz 1 1
C -1.361 0.020 -0.069
C -1.274 -1.223 -0.749
C 2.646 0.279 0.072
N -0.109 -0.310 -0.263
N -2.158 0.978 0.375
H -1.590 -1.995 -0.111
H -1.447 -1.286 -1.841
H 2.689 1.401 -0.236
H 2.856 -0.022 0.975
H 2.316 -0.440 -0.648
H -3.101 0.829 0.451
H -1.626 1.608 0.998
*
```

***

The most stable of them is A.

***

A | The following is a DFT calculation (ωB97M-V/def2-TZVPD) of a structure of composition C3H3MgO4Rb.

The HOMO energy (spin up / spin down) comes out at -11.76 / -11.67 eV. For the frontier orbital gap (spin up / spin down), the calculation gives 0.2511 / 0.2441 hartree.

Geometry as ORCA input:
```
! RIJCOSX wB97M-V def2-TZVPD def2/J DEFGRID3
* xyz 1 2
O -4.044 -1.181 0.753
O -2.161 -0.670 -0.782
C -0.937 -0.483 -0.334
C -3.132 0.465 -0.665
O -0.289 -1.475 0.031
O -0.506 0.712 -0.083
C -4.222 0.090 0.362
H -3.592 0.518 -1.664
H -5.193 0.271 -0.137
H -4.091 0.846 1.185
Rb 3.338 -0.396 0.147
Mg -1.863 2.122 -0.160
*
```

***

B | The following is a DFT calculation (ωB97M-V/def2-TZVPD) of a structure of composition C3H3MgO4Rb.

The HOMO energy (spin up / spin down) comes out at -11.88 / -11.89 eV. For the frontier orbital gap (spin up / spin down), the calculation gives 0.2646 / 0.2499 hartree.

Geometry as ORCA input:
```
! RIJCOSX wB97M-V def2-TZVPD def2/J DEFGRID3
* xyz 1 2
O 3.576 -1.224 2.643
O 0.636 1.119 0.892
C 0.729 -0.123 0.947
C 3.201 -2.140 0.544
O 1.470 -0.631 1.895
O 0.526 -0.758 -0.163
C 2.979 -0.979 1.513
H 4.208 -2.140 0.108
H 3.367 -0.080 0.995
H 3.082 -2.958 1.353
Rb -2.598 1.535 -0.950
Mg 1.639 -2.155 -0.886
*
```

***

The most stable of them is B.